{"formula": "C23H68N4O17", "method": "wB97M-V/def2-TZVPD", "elements": ["C", "C", "C", "O", "C", "N", "H", "H", "H", "H", "H", "H", "H", "H", "H", "H", "H", "C", "C", "C", "O", "C", "N", "H", "H", "H", "H", "H", "H", "H", "H", "H", "H", "H", "C", "C", "O", "O", "H", "H", "H", "H", "H", "H", "C", "C", "O", "O", "H", "H", "H", "H", "H", "H", "C", "C", "O", "O", "H", "H", "H", "H", "H", "H", "C", "C", "O", "O", "H", "H", "H", "H", "H", "H", "C", "C", "O", "O", "H", "H", "H", "H", "H", "H", "C", "C", "O", "O", "H", "H", "H", "H", "H", "H", "C", "C", "O", "O", "H", "H", "H", "H", "H", "H", "C", "O", "N", "N", "H", "H", "H", "H"], "coordinates": [[2.347, -2.477, 2.178], [2.866, -3.103, 3.476], [2.930, -4.678, 3.403], [1.612, -5.174, 3.258], [0.938, -5.226, 4.423], [4.176, -2.499, 3.735], [3.020, -2.516, 1.321], [2.062, -1.437, 2.337], [1.417, -3.018, 2.003], [2.215, -2.795, 4.294], [3.230, -5.174, 4.325], [3.435, -4.995, 2.491], [0.592, -4.260, 4.792], [1.464, -5.805, 5.182], [-0.004, -5.726, 4.201], [4.277, -1.508, 3.567], [4.599, -2.564, 4.650], [-4.463, 8.250, -2.105], [-3.475, 7.073, -2.042], [-3.477, 6.544, -0.591], [-2.777, 5.269, -0.383], [-1.381, 5.256, -0.485], [-3.962, 6.024, -2.970], [-4.716, 8.414, -3.153], [-4.057, 9.215, -1.805], [-5.402, 8.017, -1.603], [-2.404, 7.256, -2.132], [-4.433, 6.396, -0.089], [-3.088, 7.282, 0.111], [-1.078, 5.535, -1.494], [-0.983, 4.247, -0.376], [-0.813, 5.983, 0.096], [-4.958, 6.019, -2.802], [-3.598, 5.147, -2.628], [5.830, 0.556, -0.513], [4.349, 0.282, -0.128], [3.870, 1.025, 1.005], [6.720, 0.244, 0.512], [5.851, 1.604, -0.809], [6.019, 0.029, -1.448], [4.119, -0.776, -0.009], [3.756, 0.586, -0.991], [3.810, 1.938, 0.712], [7.611, 0.301, 0.159], [0.275, -0.536, -0.726], [-0.200, 0.897, -0.221], [-0.176, 1.188, 1.152], [-0.842, -1.482, -0.564], [1.138, -0.805, -0.116], [0.735, -0.591, -1.713], [-1.229, 1.003, -0.566], [0.345, 1.632, -0.811], [-0.144, 0.314, 1.547], [-0.619, -2.414, -0.507], [-3.180, -4.435, 1.917], [-2.164, -3.312, 2.295], [-2.655, -2.260, 3.035], [-4.053, -4.157, 0.865], [-3.864, -4.750, 2.705], [-2.486, -5.249, 1.706], [-1.801, -2.813, 1.396], [-1.258, -3.678, 2.778], [-3.400, -2.407, 3.623], [-4.943, -3.929, 1.142], [1.169, -2.453, -4.304], [0.831, -0.925, -4.455], [0.290, -0.740, -5.814], [2.157, -2.769, -5.286], [0.305, -2.972, -4.720], [1.245, -2.796, -3.272], [1.720, -0.294, -4.442], [0.121, -0.485, -3.755], [-0.097, -1.518, -6.223], [1.976, -2.334, -6.122], [1.919, 2.549, -4.074], [1.254, 3.763, -3.336], [1.762, 3.970, -2.000], [3.332, 2.845, -4.217], [1.520, 2.301, -5.058], [1.778, 1.621, -3.521], [0.184, 3.562, -3.392], [1.374, 4.656, -3.950], [2.265, 4.786, -1.961], [3.701, 1.964, -4.306], [-5.033, 0.915, -0.880], [-3.815, -0.027, -0.727], [-3.143, 0.196, 0.554], [-4.488, 2.198, -1.103], [-5.823, 0.808, -0.136], [-5.443, 0.591, -1.836], [-3.106, 0.058, -1.550], [-4.167, -1.059, -0.702], [-2.289, -0.237, 0.626], [-4.031, 2.501, -0.315], [0.814, 1.471, 4.443], [-0.287, 0.382, 4.419], [-0.154, -0.494, 3.309], [0.650, 2.531, 3.534], [1.780, 1.121, 4.081], [0.966, 1.983, 5.394], [-1.273, 0.813, 4.593], [-0.040, -0.353, 5.185], [-0.863, -1.140, 3.272], [0.790, 2.107, 2.684], [0.122, -5.232, -0.507], [-0.323, -4.147, -0.674], [0.231, -6.221, -1.359], [0.611, -5.641, 0.613], [0.322, -7.192, -1.099], [-0.196, -6.137, -2.271], [0.988, -6.567, 0.759], [0.871, -4.938, 1.289]], "forces_ev_per_a": [[-0.799, -0.423, 0.700], [1.294, 0.535, 0.170], [-0.981, 1.233, -0.210], [0.821, 0.223, -1.969], [-2.253, -0.447, 1.029], [1.375, -0.116, 0.031], [0.101, -0.416, 0.173], [0.105, 0.042, 0.111], [-0.111, 0.164, -0.657], [-0.581, -0.340, -0.075], [1.208, 0.360, -0.016], [0.488, 0.015, 0.315], [0.457, 0.393, 0.374], [0.118, 0.074, 0.332], [-0.060, -0.396, 0.118], [-0.674, 0.066, -0.702], [-0.457, -0.833, 0.310], [0.853, 0.269, -1.052], [-0.950, -1.242, 1.674], [0.664, -0.881, 1.302], [-1.051, 0.846, 0.125], [0.679, 0.444, -1.483], [0.625, 1.027, 0.340], [-0.059, -0.120, -0.173], [-0.007, -0.169, 0.535], [0.154, 0.012, 0.278], [-0.130, 0.647, -1.106], [-0.570, -0.475, -0.850], [0.848, 0.391, -0.173], [0.015, -0.033, -0.559], [-0.328, 0.034, 0.520], [-0.376, -0.040, 0.883], [-0.289, -0.438, -0.203], [-0.062, -0.408, -0.037], [-1.790, 0.163, -0.274], [0.280, 0.450, -0.159], [0.502, -0.678, -0.387], [0.238, -0.165, 0.272], [0.283, 0.476, 0.250], [0.126, -0.487, -0.034], [0.286, 0.033, 0.535], [-0.008, 0.052, -0.356], [-0.090, 0.159, 0.108], [0.075, -0.018, 0.073], [-0.750, -0.324, 1.882], [-0.272, -0.675, -2.583], [0.679, -0.612, -0.700], [0.471, 2.473, -0.059], [-0.020, -0.344, 0.603], [-0.694, 0.521, -0.439], [-0.161, -0.030, -0.136], [0.440, 0.234, 0.344], [-0.059, -0.178, 1.190], [0.788, -0.686, -0.174], [0.805, 0.468, 1.038], [-0.656, -0.723, -1.004], [-0.561, 2.264, 1.231], [0.183, 0.354, -1.641], [0.744, -0.007, 0.946], [-0.484, -0.472, -0.582], [-0.103, -0.475, -0.470], [-0.075, -0.783, 0.205], [0.126, -0.610, -0.146], [0.303, -0.003, 0.367], [-1.663, 1.753, -2.001], [-0.487, -1.157, -1.347], [0.676, 0.869, 0.475], [1.463, -0.636, 1.347], [-0.753, -0.008, 0.676], [1.152, -0.110, -0.251], [0.201, -0.318, 0.048], [-0.163, -0.501, 0.147], [-0.111, -0.307, 0.635], [-0.390, 0.295, 0.232], [0.655, 1.137, 0.831], [0.569, -0.845, -0.952], [-0.755, -0.567, -0.816], [-0.838, -0.617, 0.133], [-0.500, 0.653, -0.149], [0.058, 0.167, 0.577], [-0.204, 0.008, 0.813], [0.339, 0.085, 0.015], [0.006, -0.082, -0.263], [0.641, 0.107, -0.096], [2.403, -0.932, -1.067], [-0.110, -0.982, 2.046], [-1.360, 0.909, -0.611], [-0.946, 0.854, 0.003], [0.297, 0.263, 0.407], [-0.346, 0.202, -0.096], [-0.168, 0.354, -0.113], [-0.098, -0.254, -0.222], [-0.049, -0.458, -0.574], [0.137, -0.100, 0.225], [0.469, 0.047, -0.904], [1.386, -0.696, 1.065], [0.303, 0.781, -1.476], [-0.925, 0.630, -0.340], [0.188, -1.303, 0.908], [-0.381, -0.636, 0.398], [-0.113, -0.018, -0.405], [-0.236, 0.704, 1.229], [-0.611, -0.060, 0.272], [-0.344, 0.370, -0.714], [0.637, -2.378, 0.300], [-1.455, 4.060, -1.322], [-0.897, -1.955, -4.833], [1.659, 0.262, 5.038], [0.235, 0.106, 0.503], [-0.092, 0.253, 0.118], [0.063, 0.097, -0.067], [-0.217, -0.421, 0.224]], "mulliken_spin": [-0.03, 0.10, 0.30, -0.65, 0.66, -0.05, -0.06, 0.04, 0.01, 0.08, -0.02, 0.06, 0.03, -0.04, 0.00, 0.00, 0.01, 0.00, 0.00, 0.00, 0.00, 0.00, 0.00, 0.00, 0.00, 0.00, 0.00, 0.00, 0.00, 0.00, 0.00, 0.00, 0.00, 0.00, 0.05, 0.01, -0.01, -0.03, 0.01, 0.00, 0.00, 0.02, 0.00, 0.00, -0.50, -0.09, 0.00, -0.88, 0.13, 0.04, -0.01, -0.01, -0.01, 0.06, 0.70, -0.60, 0.12, -0.39, -0.07, 0.16, 0.07, -0.30, 0.03, 0.13, 0.22, 0.04, -0.06, -0.16, 0.03, -0.06, 0.07, 0.06, -0.01, 0.02, -0.01, 0.02, -0.01, -0.02, 0.00, 0.01, 0.00, 0.00, 0.00, 0.01, 0.02, -0.01, 0.02, 0.00, 0.01, -0.01, 0.02, -0.03, -0.01, 0.00, 0.00, 0.08, 0.03, 0.00, 0.00, 0.00, 0.01, -0.01, 0.02, 0.00, 7.09, -2.92, 0.04, -2.26, -0.39, -0.27, 0.26, 0.08], "total_energy_ev": -65713.8354, "total_charge": -1, "fmax_ev_per_a": 5.3, "homo_ev": [0.54, -6.81], "homo_lumo_gap_ev": [1.48, 8.78], "spin_multiplicity": 2}